A structure of composition C13H30FN4NaNbO4PS, computed with ωB97M-V/def2-TZVPD.

The geometry in ORCA input format:
```
! wB97M-V def2-TZVPD RIJCOSX def2/J DEFGRID3
* xyz 0 1
C 4.59 1.23 1.87
C 3.37 2.03 2.56
C 2.11 2.44 1.55
N 1.14 1.35 1.32
Nb 1.10 0.28 -0.50
O -0.42 1.66 -1.17
C 2.67 1.56 -1.57
C 1.87 2.90 -2.19
F 2.98 3.77 -2.73
C -0.44 -1.14 0.43
C -1.54 -0.44 1.42
C -2.77 0.36 0.62
C -4.25 -0.36 0.90
S -5.52 0.50 -0.17
C -7.25 -0.19 0.06
N -8.43 0.77 0.21
N -9.69 0.14 0.34
C -9.27 -1.32 0.25
O -7.80 -1.56 0.09
N 0.79 -0.77 -2.33
C 2.00 -1.36 -2.98
C 1.85 -3.00 -3.29
P 2.89 -1.41 0.34
O 2.82 -1.47 2.11
O 2.41 -3.06 -0.11
H 4.48 0.95 0.74
H 4.76 0.23 2.49
H 5.62 1.83 1.98
H 2.97 1.53 3.57
H 3.80 3.09 2.92
H 1.53 3.23 2.24
H 2.44 3.10 0.65
H 0.18 1.75 1.51
H -0.76 2.20 -0.40
H 3.51 2.00 -0.89
H 3.19 1.07 -2.49
H 1.41 3.51 -1.30
H 1.12 2.63 -3.04
H -1.05 -1.77 -0.37
H 0.13 -1.95 1.09
H -1.09 0.19 2.31
H -2.11 -1.35 1.96
H -2.80 1.50 0.97
H -2.57 0.29 -0.55
H -4.13 -1.50 0.64
H -4.56 -0.26 2.04
H -10.08 -2.19 0.29
H 0.07 -1.51 -2.22
H 2.05 -0.88 -4.08
H 3.03 -1.10 -2.50
H 2.17 -3.19 -4.42
H 2.58 -3.65 -2.65
H 0.72 -3.34 -3.23
H 3.20 -2.37 2.41
H 1.42 -3.11 -0.23
Na 3.52 -3.85 3.52
*
```

Computed properties:
* total energy: -56912.0203 eV
* highest occupied orbital energy: -7.16 eV
* HOMO-LUMO gap: 0.1475 Eh

A structure of composition C13H30FO11S3Tl, computed with ωB97M-V/def2-TZVPD.

The geometry in ORCA input format:
```
! wB97M-V def2-TZVPD RIJCOSX def2/J DEFGRID3
* xyz 3 2
Tl -13.15 14.64 -17.61
F -11.43 15.99 -15.58
O -11.24 16.50 -19.04
C -10.26 17.18 -18.77
O -9.93 18.22 -19.52
C -9.05 19.09 -18.82
C -8.82 18.50 -17.46
C -9.14 16.98 -17.74
H -9.63 20.01 -18.77
H -8.12 19.14 -19.38
H -9.52 18.87 -16.70
H -7.81 18.66 -17.08
H -9.60 16.48 -16.90
H -8.27 16.42 -18.08
O -13.17 17.59 -17.56
S -13.03 18.97 -17.12
O -11.96 19.80 -17.70
O -14.45 19.75 -17.37
C -15.66 19.00 -17.00
C -16.86 19.87 -16.79
C -13.09 19.07 -15.26
H -15.59 18.48 -16.04
H -15.98 18.32 -17.79
H -16.75 20.62 -16.01
H -17.71 19.25 -16.49
H -16.93 20.37 -17.75
H -12.11 18.80 -14.86
H -13.74 18.27 -14.91
H -13.41 20.02 -14.84
O -6.82 15.77 -11.41
S -8.10 15.76 -12.12
O -9.33 15.09 -11.55
O -8.47 17.36 -12.54
C -9.76 17.78 -13.10
C -10.30 19.13 -12.43
C -7.93 15.01 -13.85
H -10.51 16.99 -13.17
H -9.61 17.89 -14.18
H -11.34 19.28 -12.71
H -9.65 19.89 -12.87
H -10.25 18.97 -11.35
H -8.88 14.87 -14.38
H -7.39 14.07 -13.74
H -7.27 15.67 -14.41
O -11.67 13.01 -15.62
S -11.57 12.42 -14.29
O -12.08 11.04 -14.13
O -9.97 12.58 -13.77
C -9.57 11.88 -12.59
C -9.02 10.46 -12.90
C -12.48 13.55 -13.06
H -10.35 11.80 -11.85
H -8.73 12.43 -12.16
H -8.74 9.90 -12.00
H -8.15 10.49 -13.55
H -9.75 9.85 -13.43
H -13.56 13.41 -13.06
H -12.27 14.57 -13.37
H -12.14 13.37 -12.04
*
```

Computed properties:
* total energy: -76366.2164 eV
* <S²>: 1.768
* highest occupied orbital energy (spin up / spin down): -18.64 / -18.62 eV
* HOMO-LUMO gap (spin up / spin down): 0.1305 / 0.1480 Eh

A structure of composition C13H30GeN5O7SW, computed with ωB97M-V/def2-TZVPD.

The geometry in ORCA input format:
```
! wB97M-V def2-TZVPD RIJCOSX def2/J DEFGRID3
* xyz 2 2
W -0.43 0.36 -0.34
C 2.13 -0.60 -3.08
C 2.14 -1.15 -1.66
C 3.47 -0.91 -0.97
C 1.72 -2.60 -1.61
O 1.15 -0.38 -0.87
Ge 0.46 -1.45 1.90
O -0.95 -1.33 0.64
C -2.14 -2.33 0.58
C -3.37 -1.50 0.31
C -1.84 -3.32 -0.53
C -2.17 -2.98 1.94
O 0.40 0.40 1.62
C 1.35 1.36 2.32
C 2.28 0.51 3.17
C 2.11 2.10 1.24
C 0.49 2.27 3.17
H 2.91 -1.10 -3.65
H 1.18 -0.80 -3.57
H 2.33 0.47 -3.08
H 4.25 -1.47 -1.49
H 3.74 0.14 -0.99
H 3.45 -1.26 0.06
H 2.43 -3.20 -2.18
H 1.73 -2.99 -0.58
H 0.73 -2.74 -2.04
H -3.35 -1.07 -0.69
H -4.23 -2.17 0.36
H -3.50 -0.72 1.06
H -1.72 -2.81 -1.48
H -0.95 -3.91 -0.31
H -2.68 -4.00 -0.61
H -2.32 -2.24 2.74
H -3.02 -3.67 1.99
H -1.28 -3.58 2.14
H 2.91 -0.15 2.56
H 2.96 1.18 3.71
H 1.75 -0.06 3.92
H 2.56 1.41 0.52
H 1.46 2.80 0.72
H 2.92 2.67 1.70
H -0.05 1.70 3.93
H 1.13 2.99 3.68
H -0.23 2.81 2.56
O -1.24 -0.35 -2.14
S -1.17 0.95 -2.91
O -2.57 1.62 -2.67
O -0.20 1.71 -2.04
O -0.93 0.88 -4.28
N -0.74 4.47 0.02
N -1.45 3.37 -0.36
N -2.38 3.43 -1.19
C -2.88 2.07 -1.32
N -2.20 1.34 -0.27
N -1.31 2.23 0.35
H -1.12 5.27 -0.49
H 0.24 4.33 -0.19
H -3.97 2.02 -1.28
*
```

Computed properties:
* total energy: -104911.1587 eV
* <S²>: 0.755
* energy relative to the best compared isomer or geometry (same formula, charge and spin): 43.2 kcal per mole
* highest occupied orbital energy (spin up / spin down): -15.22 / -15.71 eV
* HOMO-LUMO gap (spin up / spin down): 0.2726 / 0.2871 Eh

A cluster of 6 separate species, C13H30N11O8PS in total, computed with ωB97M-V/def2-TZVPD.

The geometry in ORCA input format:
```
! wB97M-V def2-TZVPD RIJCOSX def2/J DEFGRID3
* xyz 0 1
C -0.42 1.95 2.73
C -0.20 1.20 1.82
C 0.14 0.21 0.80
C -0.92 -0.06 -0.31
C -0.76 -1.46 -0.81
C -0.71 -1.77 -2.09
O -0.62 0.92 -1.36
C -1.43 1.99 -1.21
O -1.46 2.94 -1.93
O -2.23 1.82 -0.11
C -2.35 0.41 0.01
S -3.51 0.02 -1.42
P -3.27 -0.22 1.52
N -3.89 0.85 2.46
H -0.67 2.59 3.55
H 1.01 0.59 0.25
H 0.46 -0.72 1.28
H -0.64 -2.21 -0.03
H -0.98 -1.05 -2.85
H -0.37 -2.75 -2.40
H -3.60 -1.30 -1.23
H -2.39 -1.12 2.16
H -4.23 -1.05 0.94
H -3.70 1.81 2.21
N 1.11 0.83 -3.83
C 2.13 0.00 -4.16
N 2.66 0.19 -5.41
O 2.55 -0.86 -3.41
H 0.75 1.55 -4.43
H 0.70 0.73 -2.91
H 3.42 -0.41 -5.69
H 2.34 0.90 -6.04
N -0.16 -0.29 -8.68
C -0.63 -1.38 -7.99
N -0.28 -1.44 -6.67
O -1.31 -2.24 -8.52
H 0.40 0.43 -8.26
H -0.40 -0.23 -9.65
H -0.61 -2.22 -6.14
H 0.28 -0.74 -6.21
N -0.73 -1.73 6.16
C -0.71 -1.07 4.95
N -1.65 -0.09 4.80
O 0.09 -1.35 4.07
H -1.38 -1.52 6.89
H -0.05 -2.45 6.29
H -1.66 0.40 3.92
H -2.34 0.14 5.49
N 0.70 2.77 6.86
C 0.19 3.90 6.29
N 0.33 5.05 7.01
O -0.36 3.88 5.20
H 1.16 2.76 7.75
H 0.61 1.91 6.34
H -0.03 5.89 6.61
H 0.78 5.09 7.91
N 4.69 -2.51 0.09
C 3.43 -3.07 0.06
N 2.68 -2.73 -1.02
O 3.03 -3.81 0.94
H 5.03 -1.90 -0.63
H 5.27 -2.73 0.87
H 1.76 -3.12 -1.07
H 2.98 -2.12 -1.76
*
```

Computed properties:
* total energy: -66864.3028 eV
* highest occupied orbital energy: -9.04 eV
* HOMO-LUMO gap: 0.3366 Eh

A structure of composition C13H30N3O10Sr, computed with ωB97M-V/def2-TZVPD.

The geometry in ORCA input format:
```
! wB97M-V def2-TZVPD RIJCOSX def2/J DEFGRID3
* xyz -1 1
Sr -0.19 0.03 0.43
C -3.25 -2.59 2.53
C -3.03 -1.09 2.76
O -2.05 -0.52 2.18
O -3.87 -0.45 3.41
H -4.19 -2.92 2.97
H -2.42 -3.18 2.95
H -3.37 -2.79 1.46
C -3.52 1.63 -1.90
C -3.20 2.00 -0.45
O -2.04 1.63 -0.07
O -4.01 2.59 0.27
H -4.27 2.34 -2.26
H -3.91 0.63 -2.08
H -2.63 1.71 -2.53
C 1.56 3.82 2.69
C 0.60 2.70 2.29
O -0.62 2.85 2.39
O 1.05 1.52 2.08
H 1.49 4.22 3.70
H 1.46 4.61 1.94
H 2.60 3.50 2.55
C -0.77 -0.99 -3.17
O -0.41 -0.29 -2.22
N -2.10 -1.09 -3.44
N 0.03 -1.63 -4.07
H -2.44 -1.61 -4.22
H -2.72 -0.51 -2.89
H -0.40 -1.91 -4.92
H 1.00 -1.38 -3.95
C 0.82 -1.89 3.02
O 1.06 -1.96 1.60
C 2.40 -2.17 1.25
C 2.52 -2.17 -0.26
N 2.04 -0.90 -0.82
C 3.03 0.15 -0.65
C 2.60 1.35 -1.49
O 1.44 1.91 -1.00
C 1.33 3.32 -1.15
H 1.15 -0.90 3.34
H 1.47 -2.58 3.57
H -0.23 -1.96 3.26
H 2.65 -3.20 1.51
H 3.10 -1.48 1.74
H 1.97 -3.02 -0.67
H 3.56 -2.37 -0.58
H 1.94 -1.12 -1.80
H 3.95 -0.22 -1.13
H 3.26 0.39 0.39
H 2.54 0.99 -2.53
H 3.45 2.05 -1.49
H 0.28 3.50 -0.92
H 1.60 3.69 -2.14
H 1.92 3.91 -0.44
O -1.30 -2.34 -0.34
H -1.90 -2.76 -0.96
H -1.04 -3.04 0.27
*
```

Computed properties:
* total energy: -39753.4553 eV
* energy relative to the best compared isomer or geometry (same formula, charge and spin): 22.1 kcal per mole
* highest occupied orbital energy: -4.11 eV
* HOMO-LUMO gap: 0.2097 Eh

A cluster of 5 separate species, C13H30NO14S3 in total, computed with ωB97M-V/def2-TZVPD.

The geometry in ORCA input format:
```
! wB97M-V def2-TZVPD RIJCOSX def2/J DEFGRID3
* xyz -1 1
N 0.52 0.44 0.33
O 0.47 -0.20 -0.73
O 0.35 1.69 0.33
O 0.69 -0.17 1.41
O -1.38 -3.00 0.76
C -2.21 -2.20 0.45
O -3.03 -2.36 -0.63
C -3.78 -1.18 -0.89
C -3.28 -0.09 0.08
C -2.53 -0.89 1.15
H -4.85 -1.40 -0.83
H -3.60 -0.84 -1.91
H -4.05 0.61 0.39
H -2.47 0.44 -0.42
H -3.03 -1.11 2.10
H -1.57 -0.42 1.40
O 1.37 3.88 4.51
S 1.18 2.62 5.16
O 1.37 2.52 6.57
O -0.27 2.10 4.88
C -0.65 2.05 3.47
C -2.14 2.31 3.38
C 2.13 1.37 4.33
H -0.47 1.03 3.12
H -0.02 2.68 2.84
H -2.39 3.15 4.03
H -2.70 1.47 3.77
H -2.43 2.52 2.35
H 3.07 1.21 4.86
H 2.32 1.73 3.32
H 1.54 0.46 4.32
O 5.29 0.16 -1.77
S 4.13 0.54 -1.03
O 3.36 -0.41 -0.32
O 4.61 1.68 -0.04
C 3.72 1.98 1.08
C 4.13 3.30 1.66
C 3.02 1.44 -2.10
H 3.76 1.14 1.77
H 2.68 1.96 0.72
H 3.74 4.16 1.13
H 5.22 3.34 1.72
H 3.76 3.44 2.68
H 3.64 1.84 -2.90
H 2.52 2.21 -1.52
H 2.30 0.69 -2.41
O 0.14 -2.79 -2.25
S -0.21 -2.86 -3.62
O 0.45 -3.74 -4.53
O -1.78 -3.14 -3.74
C -2.22 -4.39 -4.32
C -3.72 -4.35 -4.34
C -0.22 -1.23 -4.29
H -1.82 -5.18 -3.67
H -1.81 -4.54 -5.31
H -4.17 -5.33 -4.42
H -4.07 -3.78 -5.22
H -4.12 -3.78 -3.51
H -0.53 -1.31 -5.33
H 0.83 -0.93 -4.35
H -0.75 -0.51 -3.68
*
```

Computed properties:
* total energy: -76625.8871 eV
* energy relative to the best compared isomer or geometry (same formula, charge and spin): 3.9 kcal per mole
* highest occupied orbital energy: -5.60 eV
* HOMO-LUMO gap: 0.2922 Eh

A cluster of 2 separate species, C13H30NO2 in total, computed with ωB97M-V/def2-TZVPD.

The geometry in ORCA input format:
```
! wB97M-V def2-TZVPD RIJCOSX def2/J DEFGRID3
* xyz 1 1
C -3.55 0.02 1.81
C -3.41 0.64 0.43
C -2.15 1.50 0.28
C -1.58 1.51 -1.13
C -1.09 0.14 -1.61
C 0.18 0.23 -2.45
C 0.61 -1.07 -3.14
C 1.28 -2.17 -2.28
C 1.59 -1.84 -0.80
C 2.98 -1.28 -0.50
C 3.12 0.24 -0.47
N 2.13 0.79 0.54
C 1.85 -0.08 1.76
C 2.69 -1.38 1.87
O 3.50 -1.71 0.75
H -2.71 -0.64 2.03
H -3.61 0.78 2.58
H -4.46 -0.58 1.89
H -3.40 -0.14 -0.34
H -4.29 1.25 0.21
H -2.35 2.53 0.60
H -1.39 1.12 0.98
H -0.75 2.23 -1.19
H -2.33 1.89 -1.83
H -0.93 -0.51 -0.73
H -1.86 -0.39 -2.19
H 1.00 0.58 -1.80
H 0.06 1.01 -3.20
H 1.25 -0.82 -3.99
H -0.29 -1.51 -3.58
H 2.22 -2.48 -2.75
H 0.65 -3.05 -2.28
H 0.81 -1.17 -0.44
H 1.50 -2.75 -0.21
H 3.69 -1.64 -1.25
H 4.12 0.51 -0.14
H 2.89 0.72 -1.42
H 1.25 0.95 0.05
H 2.46 1.71 0.85
H 2.00 0.55 2.63
H 0.79 -0.33 1.69
H 1.99 -2.20 2.08
H 3.38 -1.30 2.71
O -3.75 2.61 4.41
H -3.39 2.36 5.26
H -3.31 3.44 4.18
*
```

Computed properties:
* total energy: -19545.7417 eV
* energy relative to the best compared isomer or geometry (same formula, charge and spin): 0.0 kcal per mole
* highest occupied orbital energy: -13.55 eV
* HOMO-LUMO gap: 0.3834 Eh

A structure of composition C13H30O13Zr, computed with ωB97M-V/def2-TZVPD.

The geometry in ORCA input format:
```
! wB97M-V def2-TZVPD RIJCOSX def2/J DEFGRID3
* xyz 0 1
Zr -0.27 0.53 0.19
C -3.64 -0.15 0.89
O -2.39 0.25 0.43
H -4.18 -0.64 0.08
H -3.58 -0.79 1.78
H -4.22 0.73 1.23
C 0.30 -0.96 -2.93
O 0.14 -0.32 -1.72
H -0.46 -0.66 -3.65
H 1.28 -0.78 -3.39
H 0.25 -2.06 -2.83
C 0.45 0.68 3.62
O -0.07 0.58 2.36
H 0.09 -0.14 4.25
H 1.55 0.67 3.65
H 0.19 1.63 4.12
C 1.77 3.42 -0.10
O 1.16 2.19 -0.09
H 1.69 3.87 0.90
H 2.81 3.40 -0.44
H 1.21 4.15 -0.71
C -3.16 0.83 -2.79
O -3.18 2.24 -2.73
C -2.26 2.79 -1.96
O -1.44 2.16 -1.34
O -2.36 4.10 -2.05
C -1.41 4.89 -1.32
H -3.83 0.47 -3.57
H -3.45 0.36 -1.85
H -2.16 0.48 -3.04
H -1.03 4.39 -0.44
H -1.92 5.84 -1.19
H -0.54 5.06 -1.96
C 0.03 -3.21 2.93
O -0.85 -3.73 1.93
C -1.01 -2.97 0.88
O -0.43 -1.95 0.66
O -1.91 -3.53 0.11
C -2.16 -2.89 -1.14
H 1.08 -3.39 2.66
H -0.20 -3.75 3.85
H -0.12 -2.14 3.08
H -1.65 -3.37 -1.97
H -1.80 -1.86 -1.13
H -3.23 -2.98 -1.30
C 3.76 -0.10 -1.16
O 3.88 -0.90 0.00
C 2.82 -1.01 0.77
O 1.76 -0.56 0.52
O 3.09 -1.66 1.88
C 4.36 -2.28 2.07
H 3.71 0.96 -0.90
H 2.89 -0.37 -1.76
H 4.62 -0.24 -1.81
H 5.07 -1.54 2.46
H 4.74 -2.70 1.15
H 4.24 -3.03 2.85
*
```

Computed properties:
* total energy: -41867.2412 eV
* energy relative to the best compared isomer or geometry (same formula, charge and spin): 24.9 kcal per mole
* highest occupied orbital energy: -8.21 eV
* HOMO-LUMO gap: 0.3225 Eh

Question: Number 3 is which compound?
Answer: C13H30GeN5O7SW

Question: Look up the total energy of the first one.
Answer: -56912.0203 eV